No. 1
{
  "formula": "C3H2O2S",
  "method": "wB97M-V/def2-TZVPD",
  "species": ["O", "C", "C", "S", "C", "O", "H", "H"],
  "coordinates": [[1.305292, 1.231720, 0.272718], [0.110674, 1.246142, -0.132913], [-0.595876, -0.102147, -0.152382], [-2.236216, -0.032238, 0.076984], [0.299977, -1.283684, -0.000973], [1.562036, -1.001152, -0.077015], [-0.335196, 2.285643, -0.503381], [-0.110693, -2.344284, 0.516962]],
  "forces_ev_per_a": [[-4.42, 1.81, -0.93], [4.68, 0.94, 0.41], [-2.54, 1.31, 0.56], [1.78, -0.62, -0.43], [5.26, -0.35, 1.65], [-5.86, -3.41, -0.27], [0.21, -2.42, 0.70], [0.88, 2.75, -1.68]],
  "lumo_energy_ev": -2.5,
  "smiles": "O=CC(=S)C=O",
  "de_lowest_kj_mol": 281.55
}



No. 2
{
  "formula": "C3H2O2S",
  "method": "wB97M-V/def2-TZVPD",
  "species": ["C", "C", "O", "H", "H", "O", "C", "S"],
  "coordinates": [[-0.407620, 0.245919, -0.273148], [-1.556280, 0.755630, -0.225696], [-2.520213, 1.338252, -0.262692], [-0.275567, -0.659878, 0.142662], [0.275380, 0.870874, -0.777982], [1.153807, -0.602345, 2.938863], [0.170837, -1.226181, 2.861550], [-1.097074, -2.091633, 2.780818]],
  "forces_ev_per_a": [[1.68, 0.62, -0.74], [-0.33, 0.50, -0.16], [-3.48, 1.59, 0.13], [1.01, -2.87, 1.11], [1.11, 0.16, -0.37], [-1.31, -0.70, -0.15], [2.33, 1.29, 0.29], [-1.02, -0.58, -0.11]],
  "lumo_energy_ev": 0.5,
  "smiles": "C=C=O.O=C=S",
  "de_lowest_kj_mol": 36.17
}



No. 3
{
  "formula": "C3H2O2S2",
  "method": "wB97M-V/def2-TZVPD",
  "species": ["C", "C", "C", "O", "O", "S", "S", "H", "H"],
  "coordinates": [[0.221640, 0.297782, -0.737656], [0.504881, -0.047893, 0.521992], [3.070604, 0.645820, -0.156855], [4.060933, 1.497542, -0.173769], [4.247805, 0.103657, -0.495774], [1.451353, 0.605637, -1.894013], [2.123484, 0.277555, 1.227972], [-0.839519, 0.445041, -1.205581], [-0.221661, -0.105533, 1.217628]],
  "forces_ev_per_a": [[-1.19, -0.05, -1.28], [2.13, 1.44, -2.02], [-3.17, -0.69, -2.55], [0.64, 2.83, 0.37], [0.71, -2.18, -0.73], [2.22, 0.38, 1.86], [-1.06, -0.63, 0.59], [1.92, -0.64, 1.38], [-2.19, -0.46, 2.38]],
  "lumo_energy_ev": -0.7,
  "de_lowest_kj_mol": 553.51
}



No. 4
{
  "formula": "C3H2O3",
  "method": "wB97M-V/def2-TZVPD",
  "species": ["O", "C", "C", "O", "C", "O", "H", "H"],
  "coordinates": [[-2.232886, 0.175946, 1.014838], [-1.208847, 0.784545, 0.792153], [-0.135267, 0.205305, -0.043019], [-0.059622, 0.409529, -1.272844], [1.549276, -1.108908, -0.460432], [2.172758, -1.889235, 0.088882], [-0.946725, 1.719065, 1.327694], [0.861316, -0.296246, -1.447273]],
  "forces_ev_per_a": [[0.36, 0.28, -0.15], [-0.23, -0.30, -0.03], [-0.21, 0.10, 0.02], [0.15, -0.23, 0.35], [0.93, -1.03, 0.24], [-0.51, 0.64, -0.22], [0.00, 0.01, -0.10], [-0.49, 0.53, -0.11]],
  "lumo_energy_ev": 0.0,
  "de_lowest_kj_mol": 375.10
}



No. 5
{
  "formula": "C3H2O3Sn",
  "method": "wB97M-V/def2-TZVPD",
  "species": ["O", "C", "C", "O", "O", "C", "Sn", "H", "H"],
  "coordinates": [[1.626168, -0.032586, -0.586087], [-2.505737, -1.417326, -1.505545], [1.336521, 0.264472, 0.699295], [-1.536914, -1.060909, -2.018562], [-0.935959, 0.584949, 0.173452], [0.062148, 0.495560, 1.095986], [-0.011020, 0.237834, -1.429579], [2.158621, 0.252641, 1.425429], [-0.193828, 0.675367, 2.145610]],
  "forces_ev_per_a": [[2.90, -0.65, 1.83], [1.16, 0.45, -0.75], [-0.12, -0.20, 2.31], [-4.84, -3.90, -0.07], [-1.22, -0.21, 2.43], [1.20, 0.46, 1.21], [1.21, 4.15, -6.13], [-0.36, -0.10, -0.34], [0.08, 0.00, -0.50]],
  "lumo_energy_ev": -0.4
}



No. 6
{
  "formula": "C3H2O5",
  "method": "wB97M-V/def2-TZVPD",
  "species": ["C", "C", "C", "O", "O", "O", "O", "O", "H", "H"],
  "coordinates": [[-2.886723, 0.621356, 0.476843], [1.195936, -0.085456, 0.098169], [0.751199, 0.435637, -1.279137], [-2.072015, 1.342304, 0.123549], [-3.737419, -0.040782, 0.884498], [0.764951, -1.402883, -0.405385], [0.281800, -0.780432, -1.575012], [2.338148, -0.068937, 0.775980], [0.209534, 0.269109, 0.638506], [3.154589, -0.289916, 0.261990]],
  "forces_ev_per_a": [[-1.08, -0.24, 0.68], [-3.19, -0.12, -1.31], [0.12, -0.28, -1.08], [1.43, 0.86, -0.71], [-0.40, -0.65, 0.05], [0.56, -2.29, 1.26], [0.70, 2.48, 0.57], [0.93, 0.18, 0.31], [2.24, -0.22, 0.07], [-1.33, 0.27, 0.17]],
  "lumo_energy_ev": -0.1,
  "de_lowest_kj_mol": 557.93
}



No. 7
{
  "formula": "C3H2O5",
  "method": "wB97M-V/def2-TZVPD",
  "species": ["C", "C", "C", "O", "O", "O", "O", "O", "H", "H"],
  "coordinates": [[-1.693080, 1.004712, -0.066407], [-1.914295, -1.020179, -0.150449], [-0.829927, -0.063090, -0.589595], [-1.834388, 2.173730, 0.030806], [-1.997184, -2.173463, -0.079702], [-2.728754, -0.029076, 0.285029], [-0.365425, 0.147975, 1.270222], [0.178397, -0.075687, -1.393911], [0.330847, 0.809919, 1.316549], [0.679977, 0.840774, -1.439025]],
  "forces_ev_per_a": [[-2.03, 0.91, 0.39], [0.35, 0.75, -0.10], [1.42, 1.54, 3.08], [0.35, -0.70, -0.34], [-0.48, -2.06, -0.09], [0.82, 0.86, -0.37], [-0.51, -0.91, -2.00], [1.51, 1.79, -0.49], [0.24, 0.24, -0.22], [-1.67, -2.43, 0.16]],
  "lumo_energy_ev": -0.9,
  "de_lowest_kj_mol": 305.08
}



No. 8
{
  "formula": "C3H2OS2",
  "method": "wB97M-V/def2-TZVPD",
  "species": ["O", "C", "C", "S", "C", "S", "H", "H"],
  "coordinates": [[1.724899, -0.649709, 0.021038], [0.598030, -0.236993, 0.035145], [0.186567, 0.984221, -0.809414], [-0.721922, 2.262325, -0.499937], [-0.487197, -0.891186, 0.849539], [-1.970842, -1.091648, 0.304430], [0.772585, 0.889236, -1.725847], [-0.102121, -1.266246, 1.825045]],
  "forces_ev_per_a": [[0.01, 0.09, -0.11], [-1.27, 0.78, 0.27], [1.04, -0.61, -0.44], [0.10, -0.43, 0.27], [0.83, -0.25, 0.78], [-0.10, -0.08, 0.05], [-0.14, 0.39, -0.21], [-0.47, 0.10, -0.61]],
  "lumo_energy_ev": -1.6,
  "smiles": "O=C(C=S)C=S",
  "de_lowest_kj_mol": 182.92
}